11
Properties=species:S:1:pos:R:3:mulliken_charge:R:1 method="wB97M-V/def2-TZVPD" gap_ha=0.375 total_charge=0
C -1.094 0.915 0.263 0.1768
C -2.056 -0.191 -0.023 -0.9140
N 2.293 -1.025 -0.342 -0.4425
O -0.077 1.116 -0.344 -0.4672
O 4.410 -0.278 0.594 -0.4434
S 3.266 0.137 -0.183 0.5689
H -1.367 1.550 1.126 0.3230
H -3.076 0.097 0.214 0.3309
H -1.785 -1.033 0.616 0.2690
H -1.979 -0.510 -1.059 0.2821
H 1.463 -0.779 -0.861 0.3164

---

66
Properties=species:S:1:pos:R:3:mulliken_charge:R:1 method="wB97M-V/def2-TZVPD" multiplicity=5 gap_ha="0.226 / 0.235" total_charge=0
Pd -1.636 0.117 -0.168 -0.2316
N -0.673 -2.015 -3.992 -0.3886
C -0.921 -1.256 -2.912 0.5017
S -2.104 -1.678 -1.782 -0.3160
N -0.128 -0.163 -2.830 -1.2823
N -0.333 0.546 -1.763 1.1753
C 0.389 1.742 -1.677 0.3495
C 1.483 2.057 -2.610 -0.0351
C 2.758 2.324 -2.107 0.0005
C 3.804 2.633 -2.964 -0.8426
C 3.585 2.690 -4.332 -0.4388
C 2.319 2.430 -4.840 -0.7759
C 1.275 2.109 -3.990 -0.2051
C 0.028 2.609 -0.619 -0.0781
C 0.529 3.928 -0.490 -1.0179
C 0.072 4.725 0.524 -0.6249
C -0.893 4.230 1.414 -1.2230
C -1.337 2.933 1.248 -0.2718
N -0.877 2.134 0.290 0.6399
H -1.262 -2.798 -4.211 0.2362
H -0.014 -1.671 -4.669 0.2229
H 2.929 2.274 -1.038 0.4534
H 4.789 2.828 -2.561 0.4147
H 4.399 2.935 -5.003 0.4003
H 2.143 2.480 -5.907 0.3972
H 0.288 1.904 -4.384 0.4912
H 1.242 4.294 -1.214 0.5568
H 0.440 5.738 0.623 0.4553
H -1.299 4.839 2.209 0.4332
H -2.093 2.509 1.897 0.5522
C 0.954 -2.331 -0.462 -1.6094
Si -0.165 -1.547 0.836 1.1770
C -1.252 -2.863 1.709 2.7408
C -0.335 -4.101 1.847 -1.8875
C -1.676 -2.421 3.113 -1.8970
C -2.488 -3.301 0.925 -2.1591
C 0.992 -0.598 2.044 2.4779
C 1.984 0.224 1.213 -2.0765
C 0.268 0.313 3.036 -1.5036
C 1.815 -1.624 2.843 -2.1420
H 1.824 -2.763 0.042 0.4161
H 1.319 -1.603 -1.187 0.3940
H 0.442 -3.129 -1.000 0.3516
H 0.585 -3.894 2.393 0.3525
H -0.071 -4.521 0.874 0.3211
H -0.877 -4.874 2.403 0.5498
H -0.819 -2.265 3.770 0.3812
H -2.284 -3.214 3.560 0.5947
H -2.277 -1.512 3.084 0.2135
H -2.227 -3.728 -0.043 0.4226
H -3.186 -2.481 0.770 0.2898
H -3.002 -4.077 1.504 0.5618
H 1.484 0.980 0.614 0.1868
H 2.576 -0.407 0.544 0.2680
H 2.679 0.738 1.887 0.6599
H -0.453 0.961 2.547 -0.0312
H 1.001 0.946 3.549 0.5044
H -0.266 -0.257 3.795 0.3605
H 2.361 -2.318 2.199 0.3384
H 1.199 -2.203 3.531 0.4343
H 2.555 -1.080 3.441 0.5237
O -5.595 0.372 1.189 -0.5988
S -4.303 0.388 0.552 1.2301
O -4.555 -0.738 -0.491 -0.3737
O -3.199 -0.070 1.409 -0.4784
O -3.909 1.572 -0.181 -0.5415

---

31
Properties=species:S:1:pos:R:3:mulliken_charge:R:1 method="wB97M-V/def2-TZVPD" gap_ha=0.350 smiles=Cc1ccc(O)cc1.Cc1ccccc1 total_charge=0
C -2.990 -0.236 -1.889 -1.6281
C -0.938 3.234 -0.598 -0.6233
C -1.831 2.611 0.262 -0.4163
C -1.153 3.066 -1.964 -0.4559
C -2.649 1.581 -0.215 -0.4583
C -1.784 1.923 -2.432 -0.4836
C -2.502 1.147 -1.526 1.0182
H -0.150 3.866 -0.212 0.4282
H -1.902 2.929 1.294 0.3938
H -0.669 3.805 -2.593 0.3514
H -3.428 1.245 0.455 0.3695
H -1.757 1.676 -3.485 0.3815
H -3.887 -0.165 -2.506 0.4328
H -3.288 -0.812 -1.021 0.3594
H -2.244 -0.779 -2.456 0.3394
C -1.048 -1.788 0.451 -0.7433
C 2.264 -2.201 2.238 -0.5565
C 0.916 -2.252 1.934 -0.3564
C 3.085 -1.545 1.315 0.3981
C 0.399 -1.575 0.824 0.3082
C 2.631 -0.856 0.201 -0.6441
C 1.254 -0.906 -0.027 -0.1575
O 4.446 -1.378 1.605 -0.5310
H 2.815 -2.912 2.834 0.2836
H 0.206 -2.821 2.506 0.3239
H 4.887 -2.216 1.558 0.3152
H 3.423 -0.496 -0.423 0.4189
H -1.609 -0.859 0.484 -0.0758
H -1.480 -2.513 1.143 0.3065
H 0.865 -0.382 -0.895 0.3856
H -1.139 -2.255 -0.529 0.3156

---

10
Properties=species:S:1:pos:R:3:mulliken_charge:R:1 method="wB97M-V/def2-TZVPD" gap_ha=0.372 smiles="N=C=CC=O.N#N" total_charge=0
N 2.269 -0.078 0.375 -0.4726
C 1.131 -0.497 0.191 0.3819
N 0.242 2.225 -0.204 -0.1718
N -0.536 1.608 -0.675 0.1143
O -2.015 0.198 1.201 -0.4194
C -1.509 -0.299 0.227 0.1426
C -0.108 -0.959 0.095 -0.4659
H 2.841 0.245 -0.407 0.2894
H -2.109 -0.423 -0.694 0.2797
H -0.206 -2.022 -0.110 0.3219

---

146
Properties=species:S:1:pos:R:3:mulliken_charge:R:1 method="wB97M-V/def2-TZVPD" gap_ha=0.317 smiles=COCCNCCOC.COCCNCCOC.COCCNCCOC.COCCNCCOC.OCCO.OCCO.OCCO.OCCO.OCCO total_charge=0
C 3.596 3.336 3.591 0.1973
O 2.516 4.152 3.945 -0.4433
C 1.268 3.488 4.117 -0.8399
C 0.646 3.195 2.778 2.1731
N 0.161 4.362 2.197 -0.2741
C -0.450 4.255 0.926 0.9483
C -1.950 3.940 0.961 0.4196
O -2.565 5.151 1.178 -0.4746
C -4.001 5.118 1.409 -0.4211
H 3.828 2.505 4.306 0.2096
H 4.484 3.944 3.482 0.3318
H 3.339 2.824 2.693 -0.3913
H 0.638 4.156 4.748 0.3640
H 1.373 2.554 4.654 0.4438
H -0.166 2.487 2.915 -0.7589
H 1.373 2.698 2.148 -1.1912
H 0.843 5.110 2.192 0.3434
H 0.055 3.568 0.280 -1.2848
H -0.448 5.198 0.358 0.5200
H -2.239 3.209 1.698 -0.3371
H -2.142 3.395 0.016 0.1292
H -4.178 4.305 2.141 0.0582
H -4.598 4.915 0.487 0.2466
H -4.312 6.044 1.896 0.2811
C -3.442 1.890 4.568 -0.4579
O -3.788 0.495 4.610 -0.4699
C -2.735 -0.465 4.447 -0.3239
C -2.949 -1.338 3.270 -0.1177
N -2.918 -0.522 2.084 -0.2275
C -3.323 -1.157 0.844 0.3335
C -4.803 -1.240 0.575 -0.4230
O -5.302 0.148 0.534 -0.4772
C -5.037 0.752 -0.739 -0.1829
H -4.160 2.415 5.169 0.3588
H -3.647 2.356 3.579 0.0315
H -2.406 2.021 4.870 0.2555
H -2.653 -1.063 5.350 0.4874
H -1.791 0.024 4.367 -0.0880
H -3.841 -1.911 3.471 0.5758
H -2.217 -2.156 3.096 -0.3376
H -3.483 0.328 2.290 0.3484
H -2.918 -2.158 0.841 -0.1143
H -2.863 -0.703 -0.023 -0.6514
H -5.327 -1.815 1.340 0.3779
H -5.042 -1.656 -0.410 0.2145
H -5.677 1.639 -0.847 0.2999
H -5.283 0.030 -1.516 0.1619
H -3.980 1.004 -0.749 -0.0848
C 1.931 2.730 -1.599 0.2557
O 3.293 2.911 -1.253 -0.5992
C 3.721 1.884 -0.369 1.2826
C 5.140 2.064 0.210 -1.2481
N 6.247 1.839 -0.722 -0.3994
C 6.488 3.052 -1.508 -0.4337
C 7.874 3.099 -2.130 -0.6836
O 8.815 3.115 -1.063 -0.2978
C 10.176 3.332 -1.463 -0.7396
H 1.744 1.758 -2.099 0.1646
H 1.672 3.519 -2.318 0.3203
H 1.297 2.714 -0.696 -0.4739
H 3.744 0.948 -0.958 -0.1420
H 3.024 1.810 0.489 -0.6614
H 5.268 1.397 1.057 0.6067
H 5.200 3.115 0.594 0.4233
H 7.045 1.750 -0.106 0.2573
H 6.319 3.938 -0.871 0.3285
H 5.772 3.017 -2.350 0.2581
H 8.012 4.022 -2.717 0.4156
H 7.967 2.218 -2.745 0.3483
H 10.803 3.358 -0.586 0.2459
H 10.229 4.263 -2.046 0.2841
H 10.611 2.481 -1.990 0.2944
C -0.211 -3.769 -5.454 -0.6574
O -1.250 -4.030 -4.547 -0.4759
C -1.204 -3.136 -3.408 0.4393
C -2.310 -3.414 -2.467 -0.7020
N -3.661 -3.364 -3.098 -0.0615
C -4.773 -4.167 -2.488 -0.5298
C -6.099 -3.985 -3.178 -0.7330
O -6.547 -2.650 -2.993 -0.2166
C -7.846 -2.425 -3.547 -0.8389
H 0.711 -4.161 -5.076 0.2597
H -0.106 -2.696 -5.577 0.2444
H -0.412 -4.253 -6.398 0.2851
H -1.237 -2.085 -3.772 -0.1451
H -0.252 -3.264 -2.841 0.1771
H -2.224 -2.752 -1.606 -0.1784
H -2.161 -4.413 -2.054 0.6818
H -3.424 -3.722 -4.017 0.2979
H -4.902 -3.812 -1.462 0.2095
H -4.558 -5.269 -2.348 0.3963
H -6.806 -4.737 -2.814 0.4625
H -5.987 -4.231 -4.232 0.3601
H -7.779 -2.239 -4.608 0.3234
H -8.194 -1.491 -3.085 0.2153
H -8.519 -3.240 -3.320 0.3373
C -0.662 -5.386 3.243 -0.6252
C -1.039 -4.950 1.851 -0.4082
O -0.513 -3.658 1.574 -0.0570
O -1.257 -4.604 4.270 -0.5682
H 0.428 -5.503 3.292 0.2654
H -1.016 -6.385 3.422 0.4750
H -2.110 -4.899 1.773 0.2438
H -0.629 -5.637 1.086 0.3071
H 0.229 -3.359 2.107 0.1097
H -0.913 -3.714 4.071 0.2868
C 2.537 -0.182 3.543 0.1444
C 1.969 -1.446 4.068 -0.9627
O 0.769 -1.877 3.470 -0.6246
O 3.001 -0.330 2.222 -0.4778
H 3.376 0.203 4.104 0.4471
H 1.720 0.588 3.491 -0.1014
H 1.831 -1.361 5.164 0.3361
H 2.654 -2.282 3.998 0.3783
H 0.414 -1.221 2.848 0.1388
H 2.241 -0.554 1.658 0.0319
C -1.447 2.092 -3.659 -1.0122
C -1.289 0.567 -3.631 -0.3098
O -2.112 -0.037 -2.695 0.0286
O -1.088 2.670 -2.395 -0.1950
H -2.516 2.282 -3.789 0.3168
H -0.965 2.557 -4.527 0.4841
H -0.255 0.337 -3.371 -0.0985
H -1.469 0.148 -4.619 0.5083
H -2.898 -0.394 -3.133 0.1169
H -0.990 3.591 -2.552 0.2025
C 0.278 -0.993 -0.375 0.3418
C -0.175 0.296 0.312 1.3967
O -0.412 0.097 1.703 1.5217
O 1.662 -1.215 -0.057 -0.5996
H 0.153 -0.818 -1.435 -0.5133
H -0.341 -1.823 -0.061 -0.1422
H -1.062 0.636 -0.231 -0.1657
H 0.550 1.098 0.221 -0.9894
H -1.415 -0.074 1.884 -0.0970
H 2.069 -1.985 -0.547 0.0703
C 3.221 -2.428 -2.743 -0.0701
C 4.506 -1.898 -2.266 -0.3576
O 5.520 -2.890 -2.404 -0.5842
O 2.670 -3.279 -1.676 -0.4830
H 3.356 -3.035 -3.641 0.3726
H 2.494 -1.634 -2.888 0.0240
H 4.393 -1.636 -1.204 0.2157
H 4.762 -0.975 -2.775 0.3624
H 6.287 -2.689 -1.855 0.3437
H 3.354 -3.867 -1.358 0.2752

---

15
Properties=species:S:1:pos:R:3:mulliken_charge:R:1 method="wB97M-V/def2-TZVPD" gap_ha=0.427 smiles="N/C(O)=[NH+]/[C@H](N)O" total_charge=+1
C 1.034 0.883 -0.477 0.6243
C -0.846 -0.808 0.875 0.1624
N 1.582 2.083 -0.507 -0.3131
N -0.154 0.667 0.035 -0.3336
N -0.681 -1.772 -0.091 -0.4198
O 1.776 -0.112 -0.974 -0.4423
O -2.109 -0.238 1.249 -0.4456
H -0.121 -0.923 1.782 0.2999
H 0.985 2.702 0.043 0.1960
H 2.504 2.426 -0.814 0.2660
H -0.470 1.560 0.486 0.2013
H -1.409 -2.099 -0.751 0.2305
H 1.229 -0.773 -1.400 0.3716
H 0.026 -2.452 0.174 0.2635
H -2.870 -0.558 0.750 0.3388

---

62
Properties=species:S:1:pos:R:3:mulliken_charge:R:1 method="wB97M-V/def2-TZVPD" gap_ha=0.270 total_charge=+1
Sr 1.106 0.509 0.361 1.5327
O -7.696 -0.949 0.322 -0.6063
C -6.720 -0.179 0.081 0.5961
O -5.857 0.201 1.016 -0.4117
B -4.877 1.107 0.398 1.1219
O -5.355 1.253 -1.000 -0.5064
C -6.361 0.512 -1.272 0.6311
O -6.964 0.445 -2.360 -0.6158
O -3.503 0.563 0.374 -0.6823
C -2.676 1.498 0.786 0.3932
O -1.410 1.493 0.761 -0.1886
C -3.528 2.736 1.316 0.4511
O -4.768 2.417 1.042 -0.5070
O -3.109 3.751 1.924 -0.6220
C -0.953 -1.282 2.749 -1.2177
O -0.125 -1.332 1.648 0.3787
C -0.021 -2.706 1.219 -0.7609
C 1.331 -2.771 0.458 -0.7572
N 1.483 -1.819 -0.674 0.1930
C 0.560 -2.173 -1.784 -0.9184
C 0.799 -3.527 -2.457 -0.8362
O 2.197 -3.775 -2.641 -0.2971
C 2.489 -4.987 -3.332 -0.7890
H -2.019 -1.370 2.540 0.2734
H -0.850 -0.298 3.206 0.2350
H -0.707 -1.985 3.545 0.4165
H -0.829 -2.929 0.521 0.3618
H -0.117 -3.425 2.033 0.4797
H 1.520 -3.799 0.150 0.4882
H 2.108 -2.525 1.182 0.3426
H 2.408 -1.983 -1.046 0.1894
H 0.541 -1.374 -2.524 0.3565
H -0.465 -2.127 -1.416 0.3446
H 0.273 -3.640 -3.405 0.5718
H 0.347 -4.298 -1.833 0.3791
H 3.571 -5.099 -3.266 0.2507
H 2.184 -4.898 -4.374 0.3101
H 2.016 -5.839 -2.844 0.3302
C 1.395 0.790 3.906 -0.8517
O 0.894 1.578 2.833 -0.2055
C 1.299 2.967 2.735 -0.7932
C 1.098 3.656 1.365 -0.7928
N 1.932 3.022 0.386 -0.2644
C 1.622 3.500 -0.990 -0.6733
C 2.385 2.619 -1.966 -0.7522
O 1.963 1.233 -2.001 -0.2594
C 2.709 0.479 -2.970 -0.8699
H 0.904 1.034 4.848 0.2472
H 2.430 1.085 4.083 0.3924
H 1.193 -0.239 3.611 0.3014
H 2.342 3.056 3.040 0.5283
H 0.720 3.527 3.469 0.4074
H 1.336 4.718 1.410 0.5481
H 0.050 3.592 1.075 0.2793
H 2.821 3.434 0.630 0.1938
H 1.899 4.547 -1.106 0.5057
H 0.554 3.379 -1.170 0.3068
H 3.432 2.719 -1.681 0.4120
H 2.309 3.050 -2.964 0.4586
H 2.354 0.764 -3.961 0.3337
H 2.557 -0.601 -2.972 0.2586
H 3.777 0.693 -3.013 0.3782

---

79
Properties=species:S:1:pos:R:3:mulliken_charge:R:1 method="wB97M-V/def2-TZVPD" multiplicity=2 gap_ha=0.276 total_charge=0
C 3.837 -7.294 -0.427 -0.6546
C 2.601 -7.102 0.279 -0.4499
C 1.767 -5.784 -0.153 0.0883
N 2.049 -4.592 0.580 -0.6192
C 1.242 -3.534 0.028 0.3504
C 1.404 -2.105 0.701 -0.7489
C 0.643 -0.841 0.249 1.0864
C 0.857 0.591 0.978 0.1467
C 1.208 0.378 2.548 -0.4471
O 0.086 -0.370 3.108 -0.5319
C -0.346 -0.977 -0.963 0.5901
C -1.155 0.318 -1.428 -1.5143
C -0.546 -2.356 -1.664 0.3714
C -1.550 -2.510 -2.925 -1.0555
O -2.923 -2.184 -2.611 -0.2941
C -3.546 -3.240 -1.830 -0.1525
O -4.557 -2.560 -1.017 -0.3579
C -4.948 -3.477 0.041 -0.3050
C -6.481 -3.165 0.507 -0.3309
O -6.527 -3.380 1.951 -0.5355
C 0.237 -3.633 -1.146 0.0047
N -0.035 -4.878 -1.816 -0.3475
C 0.744 -5.966 -1.313 0.2744
B 0.540 -7.453 -1.993 0.5167
N -0.128 -8.495 -1.122 -0.6977
O 0.921 -7.765 -3.344 -0.5406
H 4.392 -8.289 -0.466 0.2700
H 4.262 -6.411 -1.037 0.2428
H 2.237 -7.845 1.063 0.3753
H 2.138 -1.984 1.584 0.0643
H 1.627 1.242 0.435 -0.0048
H -0.157 1.139 0.963 0.1026
H 2.201 -0.186 2.685 0.2917
H 1.250 1.427 3.017 0.2451
H 0.473 -1.088 3.665 0.3302
H -1.730 0.695 -0.495 0.2821
H -1.955 0.059 -2.207 0.3635
H -0.497 1.157 -1.850 0.2634
H -1.543 -3.566 -3.372 0.2615
H -1.117 -1.821 -3.749 0.3690
H -2.809 -3.759 -1.125 0.2828
H -4.020 -4.004 -2.549 0.2065
H -4.235 -3.387 0.945 0.2561
H -4.833 -4.544 -0.386 0.3088
H -6.719 -2.061 0.330 0.2551
H -7.195 -3.892 -0.008 0.2088
H -6.289 -4.314 2.161 0.2982
H -1.131 -8.291 -0.994 0.2743
H 0.279 -8.515 -0.175 0.2728
H 0.227 -8.345 -3.736 0.3103
C -0.517 6.586 0.020 -1.7773
C 0.167 5.781 1.154 1.6270
C 0.865 6.784 2.094 -1.2054
C 2.066 7.446 1.424 -0.5160
C 3.043 6.412 0.869 -1.2540
C 2.408 5.257 0.058 1.6397
N 1.122 4.755 0.629 0.4364
O 1.432 3.920 1.661 -0.4603
C 2.160 5.662 -1.414 -1.6871
C 3.495 4.149 -0.070 -1.8339
C -1.034 5.109 1.868 -1.8426
H -1.346 7.179 0.422 0.4466
H 0.128 7.311 -0.470 0.3443
H -0.932 5.919 -0.745 0.3742
H 1.196 6.286 3.014 0.3538
H 0.161 7.561 2.412 0.3875
H 1.747 8.123 0.627 0.3195
H 2.587 8.075 2.154 0.3901
H 3.793 6.928 0.258 0.3398
H 3.588 5.995 1.725 0.4326
H 1.690 4.841 -1.966 0.3497
H 3.103 5.890 -1.919 0.4677
H 1.542 6.546 -1.539 0.3097
H 3.886 3.831 0.900 0.3531
H 4.354 4.513 -0.642 0.4500
H 3.105 3.267 -0.589 0.3946
H -1.574 4.453 1.176 0.4166
H -1.743 5.862 2.229 0.4299
H -0.746 4.516 2.740 0.3369

---

Computed total energy (hartree) in order:
-682.5798, -2591.1666, -618.2719, -355.5773, -2922.4841, -395.4963, -1695.6114, -1710.8909